Record 1
{"formula": "C3H10NO", "method": "ωB97M-V/def2-TZVPD", "symbols": ["C", "O", "H", "H", "H", "C", "N", "C", "H", "H", "H", "H", "H", "H", "H"], "coordinates": [[1.78, 0.56, -2.08], [1.62, 0.05, -0.76], [2.37, 1.68, -2.01], [0.73, 0.79, -2.51], [2.30, -0.20, -3.00], [-1.73, 0.20, -0.01], [-0.58, 0.03, 0.87], [-0.91, -0.80, 2.14], [-2.54, 0.77, 0.66], [-2.28, -0.56, -0.29], [-1.53, 0.85, -0.86], [0.45, -0.31, 0.45], [-1.97, -0.91, 2.14], [-0.69, -2.00, 1.92], [-0.46, -0.47, 3.15]], "homo_energy_ev": -2.63, "relative_energy_kcal_mol": 80.88, "gap_ha": 0.24891, "total_charge": -1, "energy_ev": -6807.267}

Record 2
{"formula": "C4H11NO", "method": "ωB97M-V/def2-TZVPD", "symbols": ["C", "O", "C", "C", "H", "H", "H", "H", "H", "H", "H", "C", "N", "H", "H", "H", "H"], "coordinates": [[0.01, 0.05, 1.19], [0.42, 1.15, 0.45], [-1.28, -0.65, 0.68], [-2.42, 0.37, 0.73], [-0.20, 0.37, 2.22], [0.78, -0.74, 1.28], [-1.47, -1.57, 1.25], [-1.10, -0.93, -0.37], [-3.28, 0.07, 0.12], [-1.97, 1.28, 0.31], [-2.75, 0.58, 1.75], [2.12, -0.11, -1.05], [1.31, -0.90, -2.00], [2.27, 0.96, -1.16], [3.03, -0.60, -0.71], [0.95, -0.52, -0.98], [1.18, -0.26, -2.78]], "homo_energy_ev": -8.43, "relative_energy_kcal_mol": 174.12, "gap_ha": 0.23094, "energy_ev": -7857.003}

Record 3
{"formula": "C10H9N3O5PdS2", "method": "ωB97M-V/def2-TZVPD", "symbols": ["Pd", "O", "C", "C", "N", "C", "C", "O", "O", "C", "C", "O", "O", "H", "H", "H", "H", "H", "H", "H", "H", "H", "S", "C", "S", "C", "C", "N", "C", "N"], "coordinates": [[0.33, 0.33, -0.53], [2.58, 0.03, 0.19], [2.55, -0.26, 1.58], [1.42, -1.26, 1.84], [0.09, -0.73, 1.50], [-0.86, -1.80, 1.23], [-0.46, -2.52, -0.14], [-0.64, -3.71, -0.19], [0.00, -1.73, -1.00], [-0.39, 0.24, 2.46], [0.23, 1.68, 2.16], [0.48, 2.38, 3.11], [0.37, 1.92, 0.93], [3.25, 0.70, 0.01], [2.41, 0.66, 2.17], [3.50, -0.73, 1.88], [1.46, -1.56, 2.90], [1.61, -2.14, 1.22], [-1.86, -1.39, 1.05], [-0.91, -2.56, 2.02], [-0.15, -0.02, 3.50], [-1.47, 0.38, 2.37], [-1.96, 0.87, -1.34], [-1.11, 1.28, -2.78], [0.61, 1.36, -2.71], [-1.80, 1.54, -3.96], [-1.13, 1.89, -5.14], [-0.60, 2.20, -6.12], [-3.20, 1.49, -4.05], [-4.35, 1.47, -4.14]], "homo_energy_ev": [-9.39, -9.39], "gap_ha": [0.19274, 0.19269], "energy_ev": -50370.315}

Record 4
{"formula": "C2HN3O3", "method": "ωB97M-V/def2-TZVPD", "symbols": ["C", "C", "H", "N", "N", "N", "O", "O", "O"], "coordinates": [[-0.10, -0.52, 0.99], [-0.88, -0.55, -1.17], [-1.49, -0.21, 2.20], [-1.18, -0.44, 0.05], [1.44, 1.39, -1.46], [2.40, 1.87, -1.24], [-0.53, -0.31, 2.23], [-0.74, -0.55, -2.31], [1.07, -0.66, 0.71]], "homo_energy_ev": -11.21, "relative_energy_kcal_mol": 0.00, "gap_ha": 0.42685, "energy_ev": -12704.121, "smiles": "O=C=NC(=O)O.N#N"}

Record 5
{"formula": "C7H39NO13", "method": "ωB97M-V/def2-TZVPD", "symbols": ["C", "C", "C", "C", "C", "C", "C", "N", "H", "H", "H", "H", "H", "H", "H", "H", "H", "H", "H", "H", "H", "H", "H", "O", "H", "H", "O", "H", "H", "O", "H", "H", "O", "H", "H", "O", "H", "H", "O", "H", "H", "O", "H", "H", "O", "H", "H", "O", "H", "H", "O", "H", "H", "O", "H", "H", "O", "H", "H", "O"], "coordinates": [[0.25, -3.08, -1.87], [-0.71, -1.94, -2.10], [-1.01, -1.08, -0.83], [-0.89, 0.24, -0.94], [-1.26, -2.46, 2.74], [-0.79, -1.72, 1.55], [-1.54, -1.67, 0.44], [1.30, -2.65, -0.95], [-0.18, -4.02, -1.53], [0.65, -3.30, -2.88], [-1.73, -2.21, -2.40], [-0.33, -1.20, -2.81], [-0.66, 0.73, -1.89], [-1.15, 0.96, -0.17], [-0.52, -3.22, 3.03], [-2.22, -2.96, 2.68], [-1.42, -1.80, 3.62], [0.22, -1.33, 1.48], [-2.56, -2.02, 0.35], [2.14, -3.20, -1.05], [1.46, -1.65, -0.93], [1.08, 2.09, 1.72], [-0.14, 2.52, 0.86], [0.82, 2.42, 0.81], [1.32, -3.46, 1.01], [2.05, -3.47, 2.38], [1.42, -3.96, 1.84], [-0.09, 2.52, -2.72], [-0.04, 2.80, -4.18], [0.31, 2.18, -3.54], [-2.93, 2.61, -0.06], [-2.48, 3.66, 1.07], [-2.19, 2.94, 0.50], [2.65, -0.70, 2.05], [2.72, -1.83, 1.08], [2.35, -1.60, 1.94], [-0.02, 1.23, 2.93], [0.90, 0.11, 2.85], [0.95, 1.07, 2.99], [1.57, 3.50, -0.26], [2.73, 4.48, -0.26], [1.99, 4.21, -0.80], [-1.11, 3.68, -1.10], [0.30, 4.26, -1.47], [-0.61, 4.10, -1.80], [2.59, 0.34, -0.90], [1.61, 0.80, 0.25], [2.08, 0.04, -0.13], [2.08, 1.75, -2.94], [3.19, 2.53, -2.18], [2.74, 1.69, -2.23], [-3.92, 1.94, -2.13], [-3.76, 0.71, -1.16], [-3.89, 1.67, -1.21], [-1.74, 0.16, 2.30], [-2.08, 1.63, 1.78], [-1.62, 1.10, 2.46], [-0.30, -5.15, 0.22], [-0.92, -4.69, 1.49], [-1.15, -4.88, 0.58]], "homo_energy_ev": -8.87, "relative_energy_kcal_mol": 54.20, "gap_ha": 0.32485, "energy_ev": -35999.818}

Record 6
{"formula": "C5H8BeO2", "method": "ωB97M-V/def2-TZVPD", "symbols": ["O", "Be", "C", "O", "C", "C", "H", "H", "H", "H", "H", "C", "C", "H", "H", "H"], "coordinates": [[-3.56, 1.09, -0.76], [-2.91, 2.95, 0.23], [-2.41, 1.38, -0.21], [-1.62, 0.41, 0.00], [-4.52, 0.20, -0.12], [-5.85, 0.90, -0.09], [-4.55, -0.73, -0.70], [-4.15, -0.03, 0.89], [-6.00, 1.50, -1.00], [-6.64, 0.14, -0.05], [-5.94, 1.54, 0.79], [0.82, 1.00, 0.50], [1.95, 1.44, 0.80], [1.45, 0.60, 1.59], [-0.67, 0.79, 0.23], [2.94, 1.84, 0.98]], "homo_energy_ev": [-11.68, -15.33], "gap_ha": [0.24305, 0.38366], "total_charge": 1, "energy_ev": -9797.268, "multiplicity": 2}